# 1
Here is a cluster of 3 separate species, C5H16NO2 in total at a distorted geometry from the OMol25 dataset. Energies are from the ωB97M-V functional and the def2-TZVPD basis.

Its total charge is +1. For the gap between HOMO and LUMO, the calculation gives 11.47 eV. The value obtained for the HOMO energy is -14.234 eV. Its multiplicity is 1.

Geometry as XYZ:
```
24
Properties=species:S:1:pos:R:3:forces:R:3:nbo_charge:R:1
C 0.12999 1.18870 -0.56267 0.1 1.2 0.5 -0.65
C -0.20193 0.57424 0.78946 -0.4 0.5 -0.6 -0.03
N -1.25947 -0.50749 0.52155 -0.2 -0.1 -0.2 -0.53
C -1.01258 -1.69745 1.40565 -0.7 -0.3 0.6 -0.23
C 0.14708 -1.31136 2.28264 1.1 1.2 -0.6 -0.42
C 0.89464 -0.15163 1.57014 -1.2 -0.4 -0.9 -0.41
H 0.70242 2.11384 -0.46741 0.5 -0.3 0.4 0.26
H -0.78391 1.64343 -0.96249 0.0 -0.8 -0.6 0.23
H 0.70873 0.54472 -1.21817 -0.4 -0.1 -0.2 0.23
H -0.72082 1.36549 1.33720 0.1 -0.4 0.4 0.22
H -1.19090 -0.81662 -0.44611 0.4 -0.2 -0.5 0.47
H -2.20633 -0.12628 0.57215 0.2 -0.1 0.4 0.43
H -1.91922 -1.93504 1.96403 0.0 0.3 0.0 0.24
H -0.82378 -2.58891 0.81708 0.2 0.2 -0.4 0.23
H -0.11115 -0.91286 3.23400 -0.8 0.0 0.8 0.23
H 0.83848 -2.09571 2.44898 0.4 -1.0 0.2 0.25
H 1.61372 -0.48132 0.82654 0.3 -0.3 0.2 0.22
H 1.35455 0.49185 2.28976 0.4 0.4 0.2 0.25
H -0.24177 -2.69337 -2.21580 -0.1 0.0 0.1 0.50
H 0.01671 -1.26666 -2.65904 -0.1 0.1 0.0 0.50
O -0.44026 -1.77795 -1.98145 0.2 -0.1 0.0 -0.98
H 2.01389 3.23752 -3.77089 0.0 0.6 -0.1 0.49
H 1.07024 4.02400 -2.75248 0.3 0.5 -0.4 0.48
O 1.42166 3.17888 -3.02268 -0.3 -1.1 0.6 -0.97
```
Positions in Å, forces in eV/Å.

---

# 2
Here is a cluster of 3 separate species, C5H16NO2 in total at a distorted geometry from the OMol25 dataset. Energies are from the ωB97M-V functional and the def2-TZVPD basis.

Its total charge is +1. For the gap between HOMO and LUMO, the calculation gives 9.45 eV. The value obtained for the HOMO energy is -12.589 eV. Its multiplicity is 1.

Geometry as XYZ:
```
24
Properties=species:S:1:pos:R:3:forces:R:3:nbo_charge:R:1
C -0.70702 0.26000 0.34422 1.3 0.9 -2.3 -0.23
C 0.40825 0.26329 1.39325 -1.3 -2.0 2.9 -0.43
C 0.79025 1.62791 1.93594 1.3 0.8 0.7 -0.47
C 2.25486 1.93262 -0.24458 -1.0 1.0 3.4 -0.45
C 1.43407 2.45188 0.75374 0.9 -3.5 0.0 -0.14
N -0.67740 -1.11560 -0.40328 2.7 2.9 -1.8 -0.72
H -1.76959 0.50485 0.66618 1.5 -0.6 -0.2 0.24
H -0.40465 1.01643 -0.50283 -0.7 -1.2 1.8 0.23
H 1.29750 -0.26166 1.04827 0.2 0.5 -0.8 0.22
H 0.21906 -0.47816 2.31702 -0.5 1.6 -1.8 0.23
H 0.03815 2.23167 2.60101 0.9 -1.2 -1.8 0.24
H 1.57879 1.39429 2.71375 -0.5 0.4 -0.9 0.25
H 2.83358 0.97680 -0.26231 -1.2 0.6 0.1 0.21
H 2.66684 2.70102 -0.82840 0.5 0.7 -1.2 0.21
H 1.13193 3.45184 0.86003 0.1 1.4 -0.8 0.21
H 0.22103 -1.65867 -0.30355 -1.3 0.8 0.5 0.43
H -0.70813 -1.02190 -1.50797 -0.2 -0.6 2.5 0.47
H -1.44725 -1.54594 -0.01702 -2.0 -2.5 0.6 0.45
H -3.25584 -3.32621 0.23364 -2.1 -2.1 1.6 0.50
H -3.36032 -2.16131 -0.78964 -0.3 -0.7 0.3 0.49
O -2.78194 -2.72152 -0.25106 1.9 2.6 -1.9 -0.96
H 0.46162 -2.29114 -3.40242 -1.7 2.8 1.5 0.54
H -0.20234 -0.70937 -3.48801 0.9 -2.7 1.2 0.52
O -0.02146 -1.52112 -2.86598 1.0 0.1 -3.5 -1.01
```
Positions in Å, forces in eV/Å.

---

# 3
Here is a cluster of 3 separate species, C5H16NO2 in total at a distorted geometry from the OMol25 dataset. Energies are from the ωB97M-V functional and the def2-TZVPD basis.

The expectation value of S² is 0.752. Its total charge is +2. For the gap between HOMO and LUMO (spin up / spin down), the calculation gives 9.72 / 5.90 eV. The value obtained for the HOMO energy (spin up / spin down) is -18.653 / -18.653 eV. Its multiplicity is 2.

Geometry as XYZ:
```
24
Properties=species:S:1:pos:R:3:forces:R:3:mulliken_spin:R:1
C -0.13379 -0.52706 -2.11676 0.4 -0.7 0.8 0.00
C -0.19266 0.20728 -0.78725 -0.4 1.6 -0.7 0.04
C -0.93371 -0.39331 0.41916 0.0 -0.5 1.0 0.08
C -2.36470 -0.76195 0.23931 1.9 -0.5 -0.2 0.29
C -3.40455 0.11704 0.51919 -1.2 0.1 -0.4 0.47
N 1.19116 0.55546 -0.33569 1.0 0.1 -1.4 0.00
H 0.17610 0.13893 -2.91877 -0.2 0.1 0.0 0.00
H -1.09757 -0.98383 -2.33060 0.1 0.0 -0.3 0.00
H 0.62956 -1.31126 -2.04469 -0.3 -0.1 -0.1 0.00
H -0.69846 1.16353 -0.93706 0.2 0.1 -0.2 0.00
H -0.33178 -1.24283 0.77657 -0.5 -0.2 -0.1 0.01
H -0.89895 0.36894 1.20570 0.1 0.0 -0.1 0.03
H -2.56293 -1.77707 -0.09786 -0.3 0.1 0.0 0.01
H -4.42295 -0.25794 0.43194 0.0 0.1 0.2 0.03
H -3.27837 1.17780 0.71504 0.2 -0.1 0.2 0.03
H 1.26623 1.30313 0.38227 -0.1 -0.3 0.8 0.00
H 1.77822 -0.29235 -0.19687 -0.1 -0.3 1.0 0.00
H 1.73717 0.95562 -1.11900 -0.6 0.2 -0.1 0.00
H 2.34109 -2.72272 0.14073 1.2 0.2 -0.6 0.00
H 3.56715 -1.94228 -0.65607 -0.4 -0.9 0.3 0.00
O 2.91375 -1.93419 0.06312 -0.9 0.9 0.1 0.00
H 1.61925 3.32980 1.99985 0.0 -0.2 0.0 0.00
H 0.59142 2.27362 2.46985 0.1 0.2 0.4 0.00
O 1.24653 2.45953 1.79400 -0.1 -0.1 -0.4 0.00
```
Positions in Å, forces in eV/Å.

---

# 4
Here is a cluster of 4 separate species, C5H16NO5 in total at a distorted geometry from the OMol25 dataset. Energies are from the ωB97M-V functional and the def2-TZVPD basis.

Its total charge is -1. For the gap between HOMO and LUMO, the calculation gives 7.72 eV. The value obtained for the HOMO energy is -4.169 eV. Its multiplicity is 1.

Geometry as XYZ:
```
27
Properties=species:S:1:pos:R:3:forces:R:3:nbo_charge:R:1
C 1.35628 -2.53613 -0.77203 3.6 1.7 -2.5 -0.40
N 1.96125 -1.25523 -0.37964 -1.7 2.0 1.2 -0.67
C 1.01519 -0.00469 -0.07309 1.2 -1.1 -4.3 -0.11
C 1.98507 1.10129 -0.45829 -0.5 -0.3 4.0 -0.50
C 1.50052 2.42952 0.11292 -0.8 -3.7 -0.6 0.46
O 2.12772 3.36501 -0.16622 2.0 4.8 -0.5 -0.55
C -0.41065 0.15726 -0.84964 1.4 -4.3 0.2 0.02
O -1.26376 0.88798 -0.19758 0.0 1.3 1.3 -0.98
H 1.29000 -2.46564 -1.95928 0.0 -0.8 2.4 0.17
H 0.42605 -2.69131 -0.38406 -2.5 -0.8 1.1 0.18
H 2.13208 -3.22952 -0.40659 -0.7 -0.5 -0.7 0.18
H 2.57009 -1.27959 0.45670 -0.7 -0.5 -0.7 0.34
H 0.60173 0.07631 0.88281 0.3 -0.4 2.0 0.19
H 2.99785 0.92072 0.04363 -1.1 0.2 -0.4 0.20
H 2.22869 1.13215 -1.47498 -0.1 0.2 -1.6 0.23
H 0.59432 2.47372 0.73489 0.0 0.0 0.0 0.12
H -0.69367 -1.07024 -0.97333 0.0 2.0 0.3 0.01
H -0.34756 0.40627 -1.88038 0.9 0.5 -1.5 0.12
H -0.36087 1.36528 1.69155 0.3 0.3 -2.5 0.47
H -1.51288 1.01163 2.47365 -2.1 -0.5 -0.2 0.47
O -0.60289 1.16283 2.55833 1.4 0.1 3.0 -0.96
H -1.78772 -1.38204 0.79599 -1.2 -0.7 0.4 0.47
H -3.15404 -0.89501 0.56291 -0.3 -0.4 0.4 0.49
O -2.72340 -1.68517 0.96867 1.4 0.9 -0.5 -1.00
H -3.21505 0.15976 -1.00191 0.8 -0.3 -0.9 0.48
H -3.02045 1.28598 -0.00744 -1.1 -2.2 -0.9 0.52
O -3.69392 0.55885 -0.29759 -0.7 2.3 1.5 -0.99
```
Positions in Å, forces in eV/Å.

---

# 5
Here is a cluster of 2 separate species, C5H16NOS2 in total at a distorted geometry from the OMol25 dataset. Energies are from the ωB97M-V functional and the def2-TZVPD basis.

Its total charge is +1. For the gap between HOMO and LUMO, the calculation gives 8.45 eV. The value obtained for the HOMO energy is -11.591 eV. Its multiplicity is 1.

Geometry as XYZ:
```
25
Properties=species:S:1:pos:R:3:forces:R:3:nbo_charge:R:1
N -0.60740 -1.28882 1.97654 0.8 0.0 2.0 -0.70
C 0.78870 -1.77580 1.66464 0.0 -2.1 0.2 -0.27
C 1.17866 -1.54983 0.25634 1.6 1.7 -1.2 -0.55
S 2.06131 0.15485 0.06967 -0.5 -1.1 -0.4 0.65
S 1.29585 1.22080 1.49409 -0.3 0.9 0.9 -0.55
C 1.36314 0.75194 -1.52446 0.2 -0.6 0.9 -0.53
C -0.04345 1.29612 -1.42393 -1.4 0.5 -1.2 -0.45
C -0.19149 2.80731 -1.26588 -0.6 0.7 0.6 -0.61
H -1.04111 -1.88698 2.68478 -0.2 -0.5 -0.5 0.43
H -0.45635 -0.43999 2.53716 -0.1 0.7 -0.9 0.46
H -1.25667 -1.12896 1.19908 0.0 -0.1 -0.4 0.48
H 1.48703 -1.39474 2.41219 -0.3 0.4 -0.2 0.27
H 0.83875 -2.88109 1.78863 -0.6 0.6 0.1 0.24
H 2.03194 -2.16837 -0.05289 -0.7 -0.4 0.2 0.26
H 0.34800 -1.60536 -0.44825 0.1 0.0 0.0 0.24
H 1.49636 -0.08684 -2.22184 -0.2 0.2 0.1 0.24
H 2.09867 1.50744 -1.78057 -0.1 0.3 -0.2 0.25
H -0.76625 0.83817 -0.74486 0.7 -0.5 0.4 0.22
H -0.51881 1.06641 -2.38509 0.2 -0.1 -0.1 0.23
H -1.16502 3.18019 -1.63469 0.6 -0.4 -0.9 0.22
H -0.34675 3.16645 -0.25022 0.9 -0.4 0.5 0.22
H 0.66410 3.33122 -1.69397 -0.3 0.2 -0.1 0.21
H -3.38730 -0.53269 0.29571 -0.1 0.2 0.0 0.49
H -3.17007 -1.51235 -0.83764 0.3 0.0 0.1 0.51
O -2.70184 -1.06908 -0.11454 -0.1 -0.1 0.0 -0.98
```
Positions in Å, forces in eV/Å.

---

# 6
Here is the ion C5H16NP2 with charge +1 at a distorted geometry from the OMol25 dataset. Energies are from the ωB97M-V functional and the def2-TZVPD basis.

Its total charge is +1. For the gap between HOMO and LUMO, the calculation gives 10.28 eV. The value obtained for the HOMO energy is -13.870 eV. Its multiplicity is 1.

Geometry as XYZ:
```
24
Properties=species:S:1:pos:R:3:forces:R:3:nbo_charge:R:1
C 1.12414 -1.44335 -2.72066 0.5 -3.1 3.3 -0.60
C 1.21669 -1.06499 -1.24327 -0.4 0.4 1.1 -0.37
C -0.11670 -0.42500 -0.78640 1.5 -2.9 -0.2 -0.42
C -0.50329 -0.65716 0.66376 -1.7 0.9 -0.7 -0.47
C -0.65362 0.78953 1.18684 0.1 -0.2 0.8 -0.32
N -0.93544 0.68110 2.67693 -1.0 -1.4 2.3 -0.74
P -2.10265 1.90834 0.63158 0.3 -1.1 0.2 0.35
P 1.03944 1.71809 1.09657 -1.7 2.2 -0.5 0.34
H 0.42628 -0.86759 -3.16132 -2.8 1.6 -1.7 0.20
H 2.00194 -1.17585 -3.15954 2.7 0.0 -1.5 0.22
H 0.90664 -2.54619 -2.76112 0.2 1.2 -0.5 0.22
H 1.46676 -1.91020 -0.57436 0.0 0.2 -0.5 0.20
H 1.95870 -0.28538 -1.04072 0.4 -0.3 -0.3 0.19
H -0.83249 -0.82674 -1.43410 -1.5 -0.9 -0.7 0.22
H -0.05102 0.55490 -1.11822 -0.2 2.1 0.0 0.20
H 0.25048 -1.21923 1.25926 -0.4 0.4 -0.4 0.22
H -1.50090 -1.23176 0.63019 1.4 0.8 0.6 0.24
H -1.94465 0.45300 3.01583 1.8 0.7 -1.2 0.46
H -0.35908 0.01417 3.22733 0.0 -0.1 -0.9 0.43
H -0.65256 1.54239 3.09072 -0.2 1.4 0.6 0.44
H -1.33673 2.70851 -0.18296 0.4 0.6 -0.5 0.00
H -2.28682 0.96277 -0.36199 -0.8 -0.1 -0.7 0.01
H 1.59509 0.56867 1.39819 1.9 -2.2 0.3 -0.04
H 1.28980 1.75196 -0.33253 -0.3 -0.2 1.0 0.04
```
Positions in Å, forces in eV/Å.

---

no.,calculated total energy (eV)
1,-11023.7343
2,-11021.0700
3,-11010.2568
4,-17170.3722
5,-30645.5777
6,-25502.8070